Here is a structure of composition C31H3Cl100F9O4S from the Open Molecules 2025 dataset. Energies are from the ωB97M-V functional and the def2-TZVPD basis.

Last column: Mulliken charge in e.
Geometry (Å):
1 O 4.64566 4.88297 -0.79773  -0.64
2 S 3.99978 3.89575 -1.57974  1.06
3 O 3.14322 3.14437 -0.74375  -0.41
4 O 3.11118 4.42995 -2.81043  -0.33
5 C 3.33199 3.53143 -3.93965  -0.37
6 C 4.82151 3.23092 -3.76479  -0.62
7 C 5.52799 2.36240 -4.80827  0.60
8 F 6.64152 3.02100 -5.15536  -0.33
9 F 4.79186 2.30111 -5.90815  -0.37
10 C 6.00671 0.96997 -4.33059  1.05
11 F 6.86462 1.09506 -3.34575  -0.24
12 F 6.70898 0.42810 -5.33791  -0.31
13 C 4.86064 -0.04850 -4.00838  0.68
14 F 3.65711 0.39725 -4.36852  -0.30
15 F 5.07148 -1.15435 -4.70185  -0.31
16 C 4.77617 -0.50144 -2.52936  0.34
17 F 5.84163 -1.12421 -2.12712  -0.22
18 F 3.77176 -1.38488 -2.47057  -0.36
19 F 4.44442 0.46571 -1.73056  -0.16
20 O 5.13643 3.05820 -2.38791  -0.18
21 H 3.24109 4.16250 -4.81343  0.33
22 H 2.62968 2.71164 -3.82222  0.42
23 H 5.24780 4.21922 -3.97978  0.50
24 C 8.09243 1.04308 -8.71153  0.33
25 Cl 6.79051 1.67236 -7.69927  -0.05
26 Cl 9.12614 -0.01684 -7.74491  -0.10
27 Cl 7.40520 0.12643 -10.05824  -0.11
28 Cl 9.05344 2.38640 -9.34248  -0.11
29 C 0.74575 -4.09428 -2.10203  -0.06
30 Cl -0.54517 -3.05168 -2.72123  0.29
31 Cl 0.75507 -5.62821 -2.98661  -0.12
32 Cl 2.29804 -3.28194 -2.31858  0.27
33 Cl 0.46633 -4.41812 -0.37041  -0.03
34 C -4.09655 -5.49266 -3.70751  0.07
35 Cl -4.72513 -3.84674 -3.92486  0.06
36 Cl -4.54041 -6.49142 -5.09100  -0.05
37 Cl -2.34142 -5.42746 -3.56755  0.06
38 Cl -4.78543 -6.18468 -2.23384  -0.11
39 C 2.19941 5.34140 2.39149  0.06
40 Cl 0.82362 4.23485 2.51794  -0.05
41 Cl 2.03399 6.32442 0.92859  -0.09
42 Cl 2.24094 6.39133 3.81139  -0.03
43 Cl 3.69757 4.41236 2.31025  0.11
44 C -1.34771 7.91620 4.24311  0.09
45 Cl -0.55233 9.39846 4.78803  0.03
46 Cl -0.89627 7.58598 2.56691  -0.01
47 Cl -0.83566 6.57584 5.27772  -0.09
48 Cl -3.10007 8.11359 4.33986  0.01
49 C 4.93165 -4.89260 0.53877  -0.08
50 Cl 5.64230 -4.88612 -1.08261  -0.10
51 Cl 3.17382 -4.72687 0.39741  0.23
52 Cl 5.34456 -6.40825 1.35047  0.06
53 Cl 5.57783 -3.54141 1.48056  -0.08
54 C -6.78105 8.25918 2.03629  0.16
55 Cl -6.93416 8.50306 3.77955  -0.01
56 Cl -7.68542 6.79663 1.55809  -0.10
57 Cl -7.45550 9.65530 1.18500  -0.11
58 Cl -5.08135 8.08334 1.60500  0.05
59 C -0.70985 -0.70394 0.76798  -0.07
60 Cl 0.75459 -0.94978 -0.19266  0.16
61 Cl -0.42133 -1.25862 2.42366  -0.14
62 Cl -1.11787 1.01606 0.78250  0.00
63 Cl -2.04973 -1.62018 0.06471  0.05
64 C -7.95378 -1.37439 -1.92239  0.04
65 Cl -6.64370 -2.22696 -2.75505  0.05
66 Cl -7.27289 -0.16685 -0.82662  -0.03
67 Cl -8.99178 -0.57642 -3.11193  -0.12
68 Cl -8.90400 -2.53817 -0.99461  0.01
69 C 8.08982 -8.80407 3.11493  0.28
70 Cl 8.76160 -8.79664 1.47881  -0.09
71 Cl 6.32719 -8.70516 3.02510  -0.03
72 Cl 8.55580 -10.29563 3.93856  -0.10
73 Cl 8.70830 -7.41288 4.01091  -0.09
74 C -11.89165 -5.16575 0.73426  0.33
75 Cl -11.98608 -4.84380 2.46885  -0.09
76 Cl -12.92873 -6.53692 0.33167  -0.07
77 Cl -12.42053 -3.73647 -0.16097  -0.10
78 Cl -10.22052 -5.54818 0.29713  -0.06
79 C -4.90502 4.36668 4.23495  0.16
80 Cl -3.55548 3.64396 3.34650  0.00
81 Cl -4.27416 5.48301 5.44970  -0.09
82 Cl -5.93856 5.26288 3.10889  0.06
83 Cl -5.84648 3.09168 5.02209  -0.10
84 C -2.21981 0.26923 -4.84822  0.02
85 Cl -2.75364 1.72847 -4.00605  -0.04
86 Cl -2.17041 0.57391 -6.58506  -0.09
87 Cl -0.61152 -0.18680 -4.27757  -0.01
88 Cl -3.36235 -1.03876 -4.50846  0.09
89 C 1.93894 12.43835 5.64439  0.35
90 Cl 2.58229 12.58877 4.00600  -0.10
91 Cl 0.17535 12.57101 5.59808  -0.10
92 Cl 2.39484 10.86786 6.31467  -0.07
93 Cl 2.59904 13.72571 6.65911  -0.10
94 C -3.10521 -2.92707 -8.42615  0.17
95 Cl -4.38510 -1.87266 -9.03735  -0.10
96 Cl -3.13864 -4.46100 -9.30781  -0.10
97 Cl -1.53430 -2.15649 -8.67526  -0.09
98 Cl -3.36701 -3.22435 -6.70070  0.09
99 C 2.41866 -7.01877 4.39310  0.21
100 Cl 0.97669 -7.12313 5.41598  -0.12
101 Cl 3.03537 -8.64728 4.08548  -0.08
102 Cl 2.00396 -6.24872 2.85983  0.04
103 Cl 3.65586 -6.06465 5.21371  -0.05
104 C -5.41858 -2.34033 2.65795  0.21
105 Cl -6.03949 -0.69945 2.44173  -0.08
106 Cl -5.86454 -3.32822 1.25866  -0.04
107 Cl -3.65975 -2.28188 2.80392  -0.02
108 Cl -6.11286 -3.04463 4.12364  -0.11
109 C 9.51526 -3.54139 0.38928  0.13
110 Cl 11.03478 -3.53318 -0.51376  -0.10
111 Cl 9.80570 -2.97662 2.03831  -0.10
112 Cl 8.35378 -2.46897 -0.40861  0.04
113 Cl 8.86914 -5.18474 0.44272  0.01
114 C -3.36032 6.89234 -2.19871  0.24
115 Cl -4.74811 6.61818 -1.14319  -0.03
116 Cl -2.59085 5.33993 -2.54751  0.01
117 Cl -3.89853 7.63957 -3.70722  -0.11
118 Cl -2.20471 7.95935 -1.38987  -0.09
119 C 3.79220 -5.23906 9.47760  0.31
120 Cl 3.93667 -6.19125 10.96020  -0.10
121 Cl 2.80795 -6.11502 8.30304  -0.02
122 Cl 3.03110 -3.68707 9.84571  -0.10
123 Cl 5.40158 -4.95918 8.79824  -0.10
124 C -12.51882 -10.87843 1.51357  0.33
125 Cl -14.02373 -10.84662 0.58545  -0.11
126 Cl -11.53331 -12.24953 0.99034  -0.10
127 Cl -11.63326 -9.37434 1.24331  -0.03
128 Cl -12.89135 -11.04266 3.23336  -0.10
129 C -2.29933 -9.13461 -7.17533  0.28
130 Cl -2.43174 -8.81028 -5.44541  -0.06
131 Cl -3.30894 -10.52365 -7.59473  -0.10
132 Cl -2.84362 -7.71500 -8.07641  -0.03
133 Cl -0.61579 -9.48292 -7.58642  -0.10
134 C 5.25995 4.14099 5.92929  0.22
135 Cl 6.30947 3.60158 7.24813  -0.12
136 Cl 6.09254 3.91093 4.38888  0.02
137 Cl 3.76567 3.19657 5.94101  -0.08
138 Cl 4.88124 5.85274 6.15004  -0.07
139 C 8.88922 2.34197 1.90287  0.24
140 Cl 7.51257 3.38373 1.50693  -0.04
141 Cl 8.83224 0.89960 0.88383  0.00
142 Cl 10.39281 3.21988 1.60001  -0.10
143 Cl 8.82037 1.86297 3.60062  -0.11
144 C -10.91526 9.77397 5.01712  0.30
145 Cl -9.98679 9.76581 6.52242  -0.10
146 Cl -11.99683 11.17239 4.99982  -0.10
147 Cl -9.80543 9.86458 3.64670  -0.03
148 Cl -11.86863 8.28984 4.90580  -0.10

Charge ... 0



Here is a cluster of 2 separate species, C31H40B2I2N2O9S in total from the Open Molecules 2025 dataset. Energies are from the ωB97M-V functional and the def2-TZVPD basis.

Last column: Mulliken charge in e.
Geometry (Å):
1 C 5.18582 2.34135 4.41730  -1.19
2 C 4.22053 1.39894 3.59366  -0.23
3 B 3.83798 2.23161 2.28408  0.40
4 O 2.80240 3.15697 2.38964  -0.56
5 C 4.67004 2.01385 0.94603  0.52
6 C 6.05642 2.23059 0.96901  -0.69
7 C 6.86716 2.03298 -0.13598  -0.82
8 C 6.30024 1.61006 -1.33320  -0.06
9 N 7.08024 1.35145 -2.52076  -0.74
10 C 4.91657 1.39312 -1.36020  0.95
11 C 4.08299 1.58030 -0.24687  0.13
12 C 2.59445 1.26187 -0.39395  -0.41
13 O 1.72910 1.94589 0.09367  -0.49
14 C 2.31880 0.01394 -1.22506  0.76
15 C 1.33511 -0.89552 -0.88587  0.43
16 O 0.53673 -0.68160 0.20642  -0.53
17 C -0.79776 -0.33483 -0.25619  -0.74
18 C -1.44148 0.84055 0.53507  0.60
19 C -1.39284 2.07881 -0.41533  -1.79
20 C -2.96362 0.45957 0.67696  0.50
21 C -3.90820 1.69466 0.74867  -1.39
22 C -3.15366 -0.56256 1.83655  -1.22
23 C 1.20610 -2.04931 -1.70473  0.71
24 C 0.21832 -3.18859 -1.44604  -1.25
25 I -1.68710 -2.91110 -2.46281  0.08
26 C 0.06080 -3.57533 0.03674  -0.07
27 C -0.73188 -4.89617 0.23351  -1.45
28 I 2.00690 -3.87609 0.97748  0.04
29 C 2.02160 -2.19155 -2.82103  0.22
30 N 1.92057 -3.34261 -3.70059  -0.76
31 C 1.09309 -3.19009 -4.60459  0.65
32 O 0.36970 -3.06071 -5.52457  -0.46
33 C 3.00867 -1.25619 -3.17753  0.12
34 B 3.92697 -1.54388 -4.46404  0.96
35 O 3.68777 -0.73861 -5.56622  -0.61
36 O 4.90778 -2.51590 -4.47661  -0.53
37 C 5.63956 -2.44486 -3.22474  -0.39
38 C 3.13433 -0.15204 -2.35140  0.77
39 C 4.20321 0.90809 -2.62060  -1.31
40 O 4.44523 1.35356 -3.71961  -0.60
41 H 5.05966 3.37502 4.04440  0.31
42 H 4.94213 2.37929 5.48661  0.29
43 H 6.23166 2.03179 4.30169  0.33
44 H 3.33479 1.08970 4.16689  0.43
45 H 4.80903 0.50780 3.31414  0.24
46 H 1.98673 2.63499 2.42061  0.27
47 H 6.50565 2.53805 1.91459  0.34
48 H 7.94946 2.17343 -0.12315  0.42
49 H 6.75904 1.97313 -3.25813  0.34
50 H 6.81757 0.42348 -2.84418  0.27
51 H -1.44472 -1.21105 -0.10001  0.09
52 H -0.80175 -0.08356 -1.32523  0.61
53 H -0.97670 1.02630 1.51233  0.49
54 H -2.06139 1.84100 -1.26109  0.43
55 H -1.68200 3.01468 0.07843  0.36
56 H -0.39484 2.22554 -0.85207  0.33
57 H -3.24328 -0.08465 -0.24896  0.12
58 H -3.61769 2.42735 1.51568  0.34
59 H -4.05739 2.18607 -0.22144  0.40
60 H -4.90635 1.31163 1.03904  0.17
61 H -2.90335 -0.09929 2.80573  0.35
62 H -2.47898 -1.43185 1.72827  0.15
63 H -4.16782 -0.99148 1.87950  0.33
64 H 0.66208 -4.06926 -1.93425  0.83
65 H -0.43867 -2.82022 0.64938  0.23
66 H -0.75093 -5.14413 1.30337  0.46
67 H -0.31154 -5.71203 -0.36675  0.35
68 H -1.77223 -4.66721 -0.05518  0.36
69 H 4.38462 -0.07263 -5.63987  0.33
70 H 5.07678 -2.95362 -2.42633  0.27
71 H 5.80222 -1.40237 -2.90030  -0.08
72 H 6.60527 -2.93423 -3.39126  0.30
73 C -8.65313 2.08786 1.81329  -0.40
74 C -9.09727 1.08321 0.74203  -0.65
75 C -8.56995 -0.29595 1.15826  -0.60
76 S -8.45384 -0.26431 2.94922  1.11
77 O -7.06274 -0.35665 3.31495  -0.60
78 O -9.45809 -1.13179 3.50734  -0.69
79 C -8.97103 1.43397 3.15509  -0.73
80 H -9.16145 3.04554 1.70585  0.33
81 H -7.57780 2.26463 1.72942  0.15
82 H -10.18843 1.06128 0.69478  0.32
83 H -8.73300 1.36015 -0.24696  0.33
84 H -9.24343 -1.09502 0.85710  0.37
85 H -7.57304 -0.48117 0.76086  0.29
86 H -8.43878 1.88294 3.99075  0.40
87 H -10.04369 1.43300 3.34925  0.36

Charge ... 0



Here is a structure of composition C31H40BrIIrN3O3PS from the Open Molecules 2025 dataset. Energies are from the ωB97M-V functional and the def2-TZVPD basis.

Last column: Mulliken charge in e.
Geometry (Å):
1 Ir 0.75660 0.31988 0.34655  2.36
2 Br 1.20877 0.98408 7.59421  -0.16
3 C 0.15605 1.86142 6.29831  -0.25
4 C -0.86755 2.71474 6.68974  -0.10
5 N -1.63042 3.36039 5.81605  -0.60
6 C -1.40246 3.16968 4.52164  -0.32
7 C -0.41414 2.31989 4.03804  0.24
8 C 0.39381 1.65986 4.95486  -0.12
9 C -0.25245 2.14466 2.55753  0.29
10 O -0.80461 2.92565 1.79042  -0.83
11 O 0.54802 1.18764 2.20733  -0.87
12 H -1.07073 2.88605 7.73988  0.38
13 H -2.03598 3.70828 3.82845  0.51
14 H 1.19948 1.02238 4.62449  0.48
15 C 0.53840 -1.64601 3.52137  -1.81
16 C 0.30108 -2.49851 2.27617  2.16
17 C 0.68314 -3.95811 2.54737  -1.75
18 C -1.20111 -2.43955 1.95120  -1.74
19 P 1.18522 -1.85423 0.76028  -0.71
20 C 0.80970 -3.10672 -0.48430  1.38
21 C -0.35219 -3.00781 -1.24864  -0.65
22 C -0.68592 -4.01531 -2.13649  -0.67
23 C 0.13645 -5.12548 -2.26908  -0.70
24 C 1.28145 -5.24036 -1.49632  -0.84
25 C 1.61432 -4.23908 -0.59746  -0.70
26 C 3.02818 -1.61182 0.95565  1.96
27 C 3.78529 -1.85177 -0.35766  -1.38
28 C 3.72534 -2.40768 2.06060  -1.67
29 C 3.08430 -0.10710 1.27473  -1.83
30 H -0.13688 -1.99950 4.30397  0.65
31 H 0.30465 -0.60532 3.33156  0.06
32 H 1.54889 -1.72183 3.91704  0.21
33 H 0.15591 -4.27340 3.44966  0.55
34 H 1.74800 -4.09441 2.72737  0.30
35 H 0.37542 -4.61803 1.73785  0.40
36 H -1.73929 -2.97750 2.73349  0.55
37 H -1.44448 -2.91282 0.99952  0.39
38 H -1.57003 -1.41428 1.94513  0.26
39 H -0.97986 -2.13052 -1.15595  0.40
40 H -1.58230 -3.93360 -2.73571  0.48
41 H -0.11921 -5.90717 -2.97156  0.40
42 H 1.91543 -6.11157 -1.58943  0.47
43 H 2.49436 -4.35653 0.02057  0.39
44 H 3.82176 -2.90793 -0.61190  0.39
45 H 4.81167 -1.50909 -0.21302  0.54
46 H 3.36164 -1.31074 -1.20455  0.06
47 H 3.74116 -3.47003 1.81971  0.32
48 H 3.29182 -2.28120 3.04655  0.33
49 H 4.76472 -2.07572 2.11010  0.49
50 H 2.66248 0.54461 0.43479  0.18
51 H 4.11291 0.26068 1.22771  0.67
52 H 2.66015 0.16913 2.23791  0.23
53 C -0.32140 5.64885 -0.16707  -1.11
54 C -0.89434 5.19733 -1.50586  -0.15
55 C -2.03453 4.19413 -1.37077  -0.93
56 N -1.59979 2.93455 -0.75190  0.37
57 C -1.69783 1.72196 -1.19529  -0.03
58 S -1.52970 0.40278 -0.02445  -0.34
59 N -2.06353 1.37484 -2.45640  0.13
60 C -1.58729 1.96146 -3.65537  0.11
61 O -0.89043 2.94061 -3.63062  -0.54
62 C -1.98035 1.24869 -4.89882  0.65
63 C -2.90431 0.20526 -4.94408  -0.29
64 C -3.20580 -0.39943 -6.15273  -0.84
65 C -2.58964 0.03172 -7.31974  -0.40
66 C -1.67455 1.07413 -7.28047  -0.62
67 C -1.37284 1.68268 -6.07494  -0.50
68 H 0.43756 6.41497 -0.31881  0.41
69 H 0.14593 4.82879 0.37818  0.19
70 H -1.09826 6.07120 0.47319  0.30
71 H -0.12050 4.76062 -2.13531  0.22
72 H -1.29391 6.05900 -2.04409  0.34
73 H -2.48671 3.97865 -2.33188  0.33
74 H -2.80395 4.59090 -0.70340  0.51
75 H -1.26990 2.98427 0.23027  0.15
76 H -2.27920 0.39083 -2.52525  0.39
77 H -3.42972 -0.13593 -4.05988  0.43
78 H -3.93166 -1.20005 -6.18769  0.42
79 H -2.82928 -0.44335 -8.26152  0.41
80 H -1.19816 1.41515 -8.18914  0.41
81 H -0.66271 2.49620 -6.02340  0.45
82 I 1.24981 0.05088 -2.19851  -0.27

Charge ... +1
Relative energy (zero: lowest compared OMol25 entry of this formula, charge and spin) ... 83.70 kJ/mol



HOMO-LUMO gap
In order: 10.58; 8.44; 7.23
Unit: eV
Electronic energy
In order: -48799.79743; -3035.31066; -5310.74904
Unit: Ha
LUMO level
In order: -0.115; -0.903; -4.005
Unit: eV